No. 1
{
  "formula": "H24O12",
  "method": "wB97M-V/def2-TZVPD",
  "elements": ["O", "H", "H", "O", "H", "H", "O", "H", "H", "O", "H", "H", "O", "H", "H", "O", "H", "H", "O", "H", "H", "O", "H", "H", "O", "H", "H", "O", "H", "H", "O", "H", "H", "O", "H", "H"],
  "xyz": [[-0.010, 0.757, -1.904], [0.106, 1.059, -2.804], [0.102, -0.193, -1.953], [-1.489, -0.859, 0.914], [-1.761, -1.632, 1.408], [-1.837, -0.120, 1.413], [-1.388, 0.777, -0.409], [-0.661, 0.656, -1.020], [-1.921, 1.468, -0.803], [0.328, -2.232, 0.122], [0.059, -1.704, 0.874], [0.692, -3.029, 0.506], [-1.630, -1.033, -1.259], [-1.575, -0.527, -0.449], [-2.329, -1.667, -1.100], [2.066, 0.584, -0.929], [1.638, -0.268, -1.014], [2.222, 0.865, -1.831], [0.690, 2.286, -0.808], [0.481, 1.785, -1.597], [1.623, 2.130, -0.665], [-1.875, 1.476, 1.412], [-2.534, 2.145, 1.227], [-1.493, 1.273, 0.559], [0.471, 0.457, 0.749], [0.823, 0.758, -0.089], [-0.329, -0.014, 0.518], [0.378, -0.010, 3.258], [1.334, -0.007, 3.218], [0.100, 0.216, 2.371], [1.961, -0.865, 1.450], [1.312, -0.344, 0.977], [2.489, -0.221, 1.922], [0.547, -0.950, -1.468], [0.966, -1.526, -2.107], [0.443, -1.493, -0.687]]
}



No. 2
{
  "formula": "H24O16S",
  "method": "wB97M-V/def2-TZVPD",
  "elements": ["S", "O", "O", "O", "O", "O", "H", "H", "O", "H", "H", "O", "H", "H", "O", "H", "H", "O", "H", "H", "O", "H", "H", "O", "H", "H", "O", "H", "H", "O", "H", "H", "O", "H", "H", "O", "H", "H", "O", "H", "H"],
  "xyz": [[-18.635, 42.240, 43.433], [-18.804, 40.770, 43.350], [-18.154, 42.754, 44.803], [-17.643, 42.599, 42.390], [-19.846, 42.908, 43.107], [-16.976, 41.301, 40.165], [-16.823, 40.532, 40.721], [-17.122, 41.999, 40.818], [-21.265, 44.612, 41.760], [-20.630, 43.754, 42.171], [-20.930, 45.523, 41.750], [-19.352, 42.466, 46.954], [-18.860, 42.505, 46.163], [-18.814, 43.113, 47.433], [-22.077, 41.927, 42.328], [-22.133, 41.229, 41.627], [-21.315, 42.398, 42.741], [-16.868, 44.542, 40.936], [-16.453, 45.084, 41.661], [-17.308, 43.756, 41.507], [-18.811, 39.091, 45.217], [-18.798, 39.751, 44.527], [-19.061, 38.222, 44.852], [-21.235, 43.918, 45.145], [-20.533, 43.886, 46.096], [-20.859, 43.721, 44.268], [-15.673, 42.715, 45.801], [-15.119, 43.499, 45.956], [-16.623, 42.825, 45.329], [-14.966, 42.566, 43.040], [-15.016, 42.669, 43.961], [-15.949, 42.599, 42.667], [-18.067, 45.441, 44.951], [-18.083, 44.415, 44.870], [-17.511, 45.555, 44.187], [-20.081, 38.947, 42.172], [-20.403, 38.334, 42.909], [-19.563, 39.527, 42.792], [-16.691, 39.340, 42.200], [-17.410, 39.789, 42.669], [-16.054, 39.473, 42.889]],
  "charge": -2
}



No. 3
{
  "formula": "H25O12",
  "method": "wB97M-V/def2-TZVPD",
  "elements": ["O", "H", "H", "O", "H", "H", "O", "H", "O", "H", "H", "O", "H", "H", "O", "H", "H", "O", "H", "H", "O", "H", "H", "O", "H", "H", "O", "H", "H", "O", "H", "H", "O", "H", "H", "H", "H"],
  "xyz": [[-1.819, 2.689, -0.637], [-2.204, 3.334, -1.176], [-2.390, 1.913, -0.700], [-0.344, 1.765, 3.326], [0.605, 1.678, 3.570], [-0.370, 2.650, 2.875], [-3.705, -0.971, -0.620], [-0.789, 0.765, -5.048], [1.608, -3.314, -2.722], [1.501, -3.232, -3.669], [2.494, -3.074, -2.451], [-1.518, 0.411, -1.662], [-0.940, -0.332, -1.417], [-0.559, 1.707, 0.101], [1.639, -0.721, 2.863], [2.506, -1.069, 3.105], [1.098, -1.515, 2.736], [1.283, 3.281, 1.823], [0.958, 2.738, 1.061], [-0.833, 0.871, -2.166], [-0.001, 1.360, 0.823], [0.111, 0.383, 0.888], [-0.173, 1.324, 2.353], [-1.241, 0.195, -4.422], [2.189, 2.951, 1.888], [-0.575, -0.478, -4.246], [-0.897, -2.462, 2.100], [-1.749, -2.068, 1.891], [-1.083, -3.408, 2.122], [0.910, -0.563, -0.503], [1.687, -0.015, -0.641], [1.269, -1.292, 0.003], [3.702, -1.454, -0.122], [4.148, -1.627, -0.950], [3.337, -2.194, 0.360], [-3.332, -1.809, -0.351], [-3.409, -0.863, -1.529]],
  "charge": 1
}



No. 4
{
  "formula": "H25O13",
  "method": "wB97M-V/def2-TZVPD",
  "elements": ["O", "H", "H", "O", "H", "H", "O", "H", "O", "H", "H", "O", "H", "H", "O", "H", "H", "O", "H", "H", "O", "H", "H", "O", "H", "H", "O", "H", "H", "O", "H", "H", "O", "H", "H", "O", "H", "H"],
  "xyz": [[-2.015, 0.593, -0.063], [-0.460, -4.054, -1.841], [1.936, 0.980, -1.222], [-3.559, -1.191, -1.298], [-3.028, -1.888, -1.357], [-0.468, -2.377, -1.742], [1.681, 1.083, -2.182], [1.557, 0.373, -2.837], [2.710, 2.729, 1.703], [2.166, 1.914, 1.602], [2.552, 3.160, 0.834], [0.607, -2.498, 1.119], [-4.091, 0.733, 1.351], [0.426, -2.737, 0.288], [-0.303, 4.392, -1.240], [-0.467, 3.301, -1.367], [0.544, 4.375, -0.876], [1.511, -2.433, -1.456], [1.858, -2.969, -0.629], [-1.379, -0.199, -0.352], [-1.086, -3.155, -1.580], [0.113, -1.669, 0.908], [-2.703, 1.472, 1.984], [-3.616, 1.113, 1.964], [0.868, -1.826, -1.062], [-2.966, -0.408, -1.473], [-0.048, 1.072, 2.506], [-0.516, 1.412, 1.704], [0.231, 1.758, 2.989], [3.343, -1.194, 1.689], [2.553, -1.692, 2.207], [3.111, -0.239, 1.866], [-0.354, -0.816, -1.181], [-0.334, -0.366, -2.009], [-2.769, -0.028, 0.267], [0.723, 0.826, 0.384], [0.238, 0.127, -0.211], [1.433, 0.327, 0.610]],
  "charge": -1
}



No. 5
{
  "formula": "H26NO11",
  "method": "wB97M-V/def2-TZVPD",
  "elements": ["N", "H", "H", "H", "H", "O", "H", "H", "O", "H", "H", "O", "H", "H", "O", "H", "H", "O", "H", "H", "O", "H", "H", "O", "H", "H", "O", "H", "H", "O", "H", "H", "O", "H", "H", "O", "H", "H"],
  "xyz": [[-0.332, 0.378, -0.097], [-0.493, 1.306, -0.050], [-0.547, -0.048, -0.986], [-0.790, -0.080, 0.709], [0.606, 0.236, 0.046], [1.075, -0.280, -3.075], [1.900, -0.302, -2.628], [1.043, 0.482, -3.606], [-3.354, -1.270, 1.360], [-4.247, -1.362, 1.120], [-3.242, -0.318, 1.544], [0.656, 2.056, 2.795], [0.473, 2.684, 2.122], [1.616, 1.947, 2.935], [-0.155, 3.667, 0.479], [-0.186, 4.572, 0.676], [0.438, 3.578, -0.251], [1.301, -0.831, 2.178], [1.061, -1.614, 2.748], [2.027, -1.190, 1.797], [2.324, -1.888, -1.273], [1.666, -2.165, -0.659], [2.492, -2.676, -1.781], [-1.547, -0.042, 3.331], [-0.776, 0.496, 3.370], [-2.119, 0.371, 4.002], [-1.281, -1.658, -3.152], [-0.376, -1.363, -3.196], [-1.794, -0.956, -3.492], [-2.937, 1.574, -1.629], [-3.139, 0.596, -1.594], [-2.208, 1.698, -2.236], [0.098, -2.759, -0.305], [-0.455, -3.056, 0.424], [-0.269, -3.132, -1.047], [3.403, 0.494, -0.170], [3.932, -0.250, -0.189], [4.136, 1.105, -0.219]],
  "charge": 1
}



No. 6
{
  "formula": "H26NeO13",
  "method": "wB97M-V/def2-TZVPD",
  "elements": ["Ne", "O", "H", "H", "O", "H", "H", "O", "H", "H", "O", "H", "H", "O", "H", "H", "O", "H", "H", "O", "H", "H", "O", "H", "H", "O", "H", "H", "O", "H", "H", "O", "H", "H", "O", "H", "H", "O", "H", "H"],
  "xyz": [[21.976, 4.365, -3.918], [20.492, 3.476, -0.938], [20.146, 2.791, -1.510], [20.277, 3.180, -0.053], [20.333, 1.229, -2.705], [20.803, 1.440, -3.511], [19.547, 0.768, -3.000], [17.571, 3.077, -2.303], [17.382, 2.862, -3.217], [18.473, 3.396, -2.314], [22.013, 8.085, -4.904], [21.802, 9.014, -4.992], [21.271, 7.714, -4.427], [25.220, 4.832, -2.513], [25.034, 5.636, -2.997], [24.432, 4.677, -1.993], [24.470, 5.722, -5.965], [24.353, 4.799, -5.741], [23.589, 6.033, -6.171], [24.050, 1.320, -1.361], [23.486, 0.574, -1.158], [23.442, 2.029, -1.575], [22.888, 4.764, -0.698], [22.051, 4.303, -0.756], [23.097, 4.765, 0.236], [21.853, 1.613, -5.128], [22.284, 0.782, -5.327], [22.377, 2.271, -5.585], [19.798, 7.097, -3.483], [19.569, 6.248, -3.859], [19.147, 7.701, -3.840], [19.103, 4.739, -4.836], [18.195, 4.471, -4.982], [19.479, 4.800, -5.713], [24.250, 2.821, -5.956], [24.478, 2.137, -6.586], [24.740, 2.593, -5.166], [24.236, 7.304, -3.147], [23.982, 7.467, -2.239], [23.523, 7.676, -3.666]]
}



It is found that the frontier orbital gap values, taken in the order of the records, are 0.33170 0.34167 0.39367 0.35922 0.40772 0.34122 Ha.
It is found that the HOMO values, taken in the order of the records, are -9.236 -4.208 -13.727 -7.019 -14.160 -9.583 eV.
It is found that the ΔE to the lowest compared entry with this formula, charge and spin values, taken in the order of the records, are 22.968 4.993 2.512 6.346 1.359 0.918 eV.